[1]
Molecular formula: C28H54O23S5
Method: DFT, ωB97M-V/def2-TZVPD

Structure (XYZ):
```
110
Properties=species:S:1:pos:R:3:lowdin_charge:R:1
S -0.28 -0.13 -0.56 1.108
S 0.10 1.78 -4.10 0.953
S -1.60 -4.16 -0.79 1.032
S -2.17 0.29 -2.51 0.931
S 0.42 -2.90 2.47 1.087
O 3.88 -0.16 1.74 0.014
O 3.06 -1.39 3.38 0.078
O 0.62 5.34 -2.30 0.093
O 0.05 3.74 -0.75 -0.109
O -4.25 3.32 -1.33 0.129
O -1.61 -0.60 0.03 -0.685
O -4.70 -1.52 2.44 0.112
O -4.83 -1.08 0.32 0.060
O -2.50 0.59 -4.00 -0.470
O 4.30 1.59 0.56 0.040
O 4.58 -3.08 1.57 -0.003
O 0.87 -4.18 1.82 -0.571
O 3.60 2.06 -1.53 0.071
O 0.88 0.54 -3.59 -0.602
O 3.02 -0.03 -0.58 0.064
O 2.94 -4.68 1.17 0.096
O 2.70 -2.65 0.38 0.100
O -6.64 -1.90 1.32 0.151
O -1.17 -4.82 0.50 -0.535
O -3.54 3.76 -3.30 0.201
O 1.16 5.48 -0.02 0.104
O 1.68 0.12 2.35 0.073
O -2.05 3.26 -1.50 -0.160
C 1.81 -4.83 0.35 -0.161
C -3.30 3.58 -2.13 -0.517
C 1.45 2.98 -4.17 -0.257
C 1.02 -0.97 0.54 -0.228
C 1.61 -3.34 -0.06 -0.343
C 0.05 3.67 0.62 -0.242
C 4.42 3.09 -1.20 -0.145
C 0.56 4.98 -1.06 -0.391
C -3.67 -0.26 -1.60 -0.216
C 4.92 -1.10 2.00 -0.099
C -3.84 -0.24 0.76 -0.248
C -2.71 -2.69 -0.37 -0.219
C -1.21 -1.29 -2.44 -0.366
C -2.29 3.14 -0.09 -0.099
C -0.10 -3.28 -1.53 -0.264
C -3.80 2.67 -0.12 -0.012
C -0.35 -3.42 4.08 -0.172
C 3.54 1.16 -0.51 -0.306
C -3.47 -0.88 2.08 -0.054
C 2.74 -0.44 2.47 -0.477
C 4.70 2.88 0.33 -0.120
C 4.34 -1.82 3.20 -0.166
C -0.74 2.45 -2.54 -0.349
C 3.46 -3.40 1.17 -0.403
C -0.05 1.66 0.03 -0.253
C -0.98 -2.46 1.40 -0.301
C -5.46 -1.59 1.34 -0.555
C 0.61 5.03 1.14 -0.070
H 5.22 -1.70 1.14 0.130
H 0.97 -1.97 0.11 -0.018
H -2.04 4.11 0.33 0.143
H 5.78 2.96 0.46 0.140
H -3.36 -0.48 -0.58 -0.090
H -1.54 2.38 0.12 0.031
H 1.42 -3.34 -1.13 0.093
H 0.69 2.81 0.82 0.087
H 0.90 2.06 -0.34 0.112
H 4.09 3.63 0.84 0.129
H 0.71 -0.75 1.55 0.027
H 4.83 -1.62 4.16 0.140
H 2.06 -5.45 -0.51 0.139
H 0.28 -3.75 4.90 0.058
H -0.85 2.27 -0.39 -0.005
H -2.60 -1.54 2.07 0.055
H 1.43 4.95 1.86 0.139
H -1.79 -2.08 -2.92 0.093
H -0.91 3.50 1.11 0.119
H -2.99 -0.18 0.07 0.005
H -0.12 5.71 1.58 0.137
H 0.79 -3.13 0.63 0.022
H 0.92 -5.18 0.86 0.090
H -4.49 0.45 -1.59 0.100
H 1.98 -0.50 0.30 0.003
H 2.25 2.74 -3.48 0.039
H 3.79 3.97 -1.30 0.128
H 0.95 3.93 -4.03 0.026
H -3.21 0.01 2.66 0.150
H -1.58 1.78 -2.34 -0.095
H -0.61 -1.98 0.49 0.006
H 5.36 3.21 -1.73 0.138
H -3.10 -2.35 -1.33 0.051
H -1.08 -2.70 4.46 0.049
H -1.63 -3.30 1.16 0.034
H -4.12 -1.13 -2.08 0.088
H 5.85 -0.63 2.32 0.130
H -0.86 -4.32 3.78 0.055
H -1.58 -1.85 2.07 0.043
H 1.81 3.00 -5.20 0.043
H -1.10 -1.66 -1.42 -0.040
H 0.54 -4.01 -2.01 0.108
H 0.41 -2.72 -0.75 -0.004
H -3.47 -3.03 0.34 0.101
H -0.07 1.80 1.11 0.109
H -3.91 1.59 -0.18 0.054
H -0.14 2.34 -1.64 0.039
H -2.00 -2.06 0.17 -0.033
H -4.16 0.79 0.87 0.118
H -0.92 3.51 -2.73 0.092
H -4.28 2.88 0.84 0.143
H 4.31 -2.90 3.05 0.116
H -0.35 -2.70 -2.42 0.036
H -0.27 -1.22 -2.99 0.066
```

The calculation puts the HOMO energy at -7.77 eV. Its total energy is -131128.6995 eV. The value obtained for the energy above the lowest of the compared OMol25 structures with the same formula, charge and spin is 47.971 eV. The value obtained for the frontier orbital gap is 7.149 eV. As for the molar mass: 919.1 g/mol. The charge is 0.


[2]
Molecular formula: C28H55BrN3O9S
Method: DFT, ωB97M-V/def2-TZVPD

Structure (XYZ):
```
97
Properties=species:S:1:pos:R:3:lowdin_charge:R:1
Br 2.63 -2.11 0.73 0.907
S -0.60 0.87 -7.52 0.564
O 1.29 1.61 6.40 -0.078
O -0.06 -0.58 -7.21 -0.141
O -2.62 -2.90 -2.40 -0.079
O 0.03 -4.71 -1.37 -0.052
O -0.01 4.12 -2.21 -0.029
O 0.14 1.38 -8.63 -0.269
O -2.00 0.86 -7.71 -0.242
O -1.67 5.32 -1.33 0.175
O 0.76 -2.94 7.42 -0.053
N 2.05 1.36 -1.67 0.017
N 1.87 -1.54 -1.95 -0.144
N 1.80 1.41 1.69 0.145
C 1.90 -3.73 7.09 -0.503
C -0.71 1.79 7.78 -0.060
C 0.79 -2.48 -1.67 -0.231
C 1.13 0.76 -2.66 -0.241
C 1.65 -0.63 -3.03 -0.118
C -1.34 4.50 -2.13 -0.468
C 1.75 2.78 -1.25 -0.039
C 0.30 3.20 -1.16 -0.146
C 1.18 -3.96 -1.73 -0.244
C -0.84 0.57 1.51 -0.025
C -3.43 3.16 -2.28 -0.053
C -5.00 -3.30 -2.44 -0.057
C 0.94 1.66 2.68 -0.080
C 2.01 -3.86 5.59 -0.068
C -2.33 3.89 -3.07 -0.125
C -0.14 1.16 -4.78 -0.199
C 2.63 -0.99 -0.84 -0.597
C -3.64 -3.77 -2.92 -0.480
C 2.35 0.50 -0.45 -0.173
C 1.06 3.57 7.80 -0.062
C -0.22 1.91 -6.12 -0.189
C 1.07 1.56 -3.97 -0.133
C -3.57 -3.79 -4.44 -0.056
C -0.36 1.23 2.60 -0.044
C 3.15 -3.11 7.69 -0.062
C 0.33 2.53 6.96 -0.495
C 1.33 0.76 0.65 -0.344
C 0.04 0.33 0.49 -0.047
H 1.14 2.63 -3.81 0.116
H 4.04 -3.71 7.47 0.080
H 1.59 3.08 8.63 0.085
H 0.71 2.43 -6.35 0.110
H -5.04 -3.28 -1.35 0.081
H -4.32 -4.46 -4.86 0.086
H -0.15 3.02 6.11 0.129
H -2.58 -4.12 -4.77 0.079
H -0.33 -0.17 -0.39 0.106
H 2.87 -4.48 5.30 0.080
H 1.38 -4.18 -2.78 0.120
H 3.05 -3.01 8.77 0.081
H -3.73 -2.79 -4.84 0.082
H -1.01 1.42 3.43 0.116
H -3.49 3.56 -1.28 0.078
H -0.17 0.10 -5.00 0.094
H 3.68 -1.02 -1.13 0.096
H 0.19 3.75 -0.23 0.143
H -4.38 3.29 -2.78 0.080
H -2.76 4.67 -3.68 0.130
H 0.10 0.66 -2.33 0.142
H 1.05 -1.08 -3.80 0.133
H 1.29 2.21 3.54 0.112
H 2.63 -0.43 -3.48 0.143
H 1.97 1.29 -4.52 0.131
H 0.23 -2.33 -0.75 0.097
H -5.80 -3.95 -2.80 0.086
H 1.11 -4.30 5.17 0.079
H 3.30 0.89 -0.10 0.150
H 0.37 4.30 8.21 0.083
H 0.06 -2.38 -2.48 0.111
H -1.02 1.36 -4.18 0.102
H 2.23 3.43 -1.97 0.146
H -0.24 1.26 8.61 0.084
H -3.44 -4.76 -2.53 0.142
H 2.94 1.42 -2.16 0.191
H -2.79 -2.02 -2.73 0.078
H -3.17 2.11 -2.20 0.064
H -1.45 2.48 8.19 0.083
H 0.76 -0.72 -7.70 0.111
H 3.31 -2.10 7.29 0.075
H -0.42 2.40 -1.12 0.121
H 2.24 3.00 -0.31 0.133
H 1.81 4.09 7.20 0.080
H -1.02 2.62 -6.04 0.105
H -1.86 0.24 1.47 0.123
H -1.23 1.05 7.17 0.076
H 1.73 1.16 7.13 0.082
H -5.21 -2.28 -2.79 0.082
H -0.71 -4.11 -1.48 0.046
H 1.74 -4.71 7.54 0.140
H 0.89 -2.07 7.03 0.077
H -1.86 3.19 -3.76 0.078
H 2.03 -4.18 -1.09 0.082
H 2.13 -2.87 5.13 0.076
```

The calculation puts the HOMO energy at -11.74 eV. Its total energy is -133695.3909 eV. The value obtained for the energy above the lowest of the compared OMol25 structures with the same formula, charge and spin is 0.000 eV. The value obtained for the frontier orbital gap is 8.875 eV. As for the molar mass: 689.7 g/mol. The charge is +1.


[3]
Molecular formula: C28H55CaClO8Si4
Method: DFT, ωB97M-V/def2-TZVPD

Structure (XYZ):
```
97
Properties=species:S:1:pos:R:3:lowdin_charge:R:1
Ca -0.86 -1.07 0.16 1.430
Cl -9.24 -1.40 2.80 0.661
Si 2.49 1.73 -2.67 0.310
Si 1.69 1.28 -0.49 0.401
Si 1.41 3.53 0.23 0.329
Si 3.74 0.82 0.59 0.306
O -0.37 -1.48 -1.91 -0.317
O -1.20 -3.72 0.49 -0.169
O -2.80 -1.35 1.02 -0.216
O -1.10 0.75 1.50 -0.301
O -0.22 -1.82 2.17 -0.277
O -2.07 0.38 -1.02 -0.278
O -3.66 -2.18 -0.86 0.030
O 1.34 -2.89 -0.17 -0.160
C -0.17 4.45 -0.35 -0.228
C 0.53 -2.44 -2.46 -0.158
C -0.31 -4.68 -0.04 -0.157
C -7.54 -1.96 0.78 -0.098
C 4.16 2.64 -2.87 -0.225
C -0.03 -0.69 3.03 -0.137
C -5.15 -1.63 0.91 -0.119
C 2.73 0.16 -3.74 -0.225
C -6.56 -1.07 2.80 -0.102
C -1.17 0.30 2.85 -0.166
C 2.76 4.80 -0.23 -0.227
C -1.74 0.36 -2.40 -0.148
C 1.15 -4.26 0.11 -0.159
C 1.26 2.77 -3.69 -0.225
C -6.28 -2.03 0.20 -0.013
C 3.45 0.28 2.40 -0.236
C -7.67 -1.48 2.07 -0.675
C -2.23 1.51 1.07 -0.153
C 1.70 -2.54 -1.50 -0.175
C 5.09 2.16 0.74 -0.225
C 4.63 -0.68 -0.19 -0.224
C -5.31 -1.15 2.21 -0.023
C -1.51 -3.83 1.87 -0.150
C -2.13 1.67 -0.44 -0.160
C -0.54 -3.06 2.78 -0.143
C -3.77 -1.73 0.29 -0.592
C 1.30 3.55 2.13 -0.226
C -1.45 -1.08 -2.76 -0.140
H -3.15 0.97 1.32 0.123
H 1.48 -4.41 1.14 0.122
H 5.37 2.54 -0.25 0.007
H 2.65 5.73 0.33 0.028
H -4.43 -0.83 2.76 0.101
H 1.77 -0.24 -4.08 0.004
H 4.36 2.93 -3.91 0.025
H 4.07 -1.60 0.00 0.009
H -0.43 4.20 -1.38 0.007
H 0.97 3.68 -3.15 0.004
H 3.25 -0.63 -3.18 0.002
H -8.41 -2.27 0.23 0.105
H 3.04 -0.73 2.44 0.013
H -3.00 2.23 -0.80 0.150
H 3.76 4.41 -0.04 -0.005
H 0.92 -2.09 -3.42 0.118
H 5.99 1.79 1.22 0.025
H -0.46 -5.65 0.44 0.132
H 2.70 5.05 -1.29 0.019
H 4.98 1.99 -2.54 0.017
H -2.49 -3.38 1.98 0.118
H -1.04 4.23 0.28 0.008
H 0.03 -3.40 -2.61 0.129
H 4.72 -0.57 -1.28 0.008
H 0.94 4.50 2.52 0.026
H 0.90 -0.21 2.72 0.098
H 0.35 2.21 -3.92 0.004
H -6.15 -2.40 -0.81 0.118
H -0.84 0.97 -2.57 0.103
H 2.16 -1.55 -1.42 0.073
H -1.18 -1.17 -3.81 0.141
H 3.33 0.37 -4.63 0.028
H -1.21 2.22 -0.69 0.069
H -2.33 -1.70 -2.54 0.116
H -0.01 5.53 -0.31 0.027
H -1.05 -2.91 3.74 0.137
H -2.13 -0.19 3.03 0.120
H 5.63 -0.80 0.21 0.026
H -1.05 1.14 3.54 0.140
H -6.67 -0.70 3.80 0.103
H -2.24 2.50 1.55 0.138
H 2.27 3.35 2.58 0.014
H 4.38 0.28 2.97 0.027
H 2.44 -3.25 -1.90 0.141
H 2.76 0.96 2.91 0.001
H -2.57 0.75 -3.01 0.147
H 0.61 2.77 2.48 -0.002
H 0.38 -3.62 2.96 0.126
H 4.72 3.01 1.32 0.011
H 4.19 3.54 -2.26 0.000
H -0.58 -4.78 -1.10 0.122
H 1.69 3.09 -4.65 0.026
H 0.05 -0.99 4.07 0.142
H -1.54 -4.88 2.18 0.136
H 1.78 -4.89 -0.54 0.133
```

The calculation puts the HOMO energy at -6.36 eV. Its total energy is -108783.8809 eV. The value obtained for the energy above the lowest of the compared OMol25 structures with the same formula, charge and spin is 1.174 eV. The value obtained for the frontier orbital gap is 6.564 eV. As for the molar mass: 707.6 g/mol. The charge is 0.


[4]
Molecular formula: C28H56BBrF3N6O5
Method: DFT, ωB97M-V/def2-TZVPD

Structure (XYZ):
```
100
Properties=species:S:1:pos:R:3:lowdin_charge:R:1
Br 0.49 -7.53 -0.06 0.719
F -1.24 0.26 0.05 0.173
F -3.40 0.23 0.02 0.193
F -2.30 -1.58 -0.29 0.172
O -3.08 -3.27 -2.43 -0.100
O 1.03 1.81 -0.57 0.053
O -4.46 -4.01 0.17 -0.144
O -3.51 -0.32 -2.58 0.030
O 1.89 1.22 -2.68 0.225
N 5.36 -0.47 5.22 -0.203
N 1.05 -2.92 -1.03 0.256
N 1.52 -0.59 -1.03 0.149
N -0.33 -1.61 -2.18 0.071
N -2.53 5.18 -3.99 -0.203
N -0.74 -2.93 -2.33 0.080
C 0.12 -3.67 -1.61 -0.192
C -1.04 -0.50 -2.79 0.005
C -0.44 4.71 -2.74 -0.093
C 4.41 0.16 4.32 -0.269
C -4.90 -4.14 -1.16 -0.180
C 7.64 -0.39 6.20 -0.088
C -1.32 5.74 -3.43 -0.268
C -3.87 5.14 -1.80 -0.074
C 0.08 -5.16 -1.48 -0.178
C 1.07 -5.69 -0.43 -0.725
C -2.28 0.07 -2.03 -0.218
C 3.43 -1.00 0.64 0.190
C 1.99 2.64 0.13 -0.002
C 4.32 -0.34 7.55 -0.079
C -1.89 -3.41 -3.10 -0.138
C 2.55 -0.81 -0.14 -0.116
C 3.68 1.42 4.79 -0.078
C -2.31 -0.27 -0.54 -0.597
C 0.78 -1.66 -1.40 -0.223
C -3.83 7.37 -4.29 -0.081
C -4.39 -2.80 2.23 -0.065
C -3.36 4.43 -3.05 -0.254
C -5.09 -2.96 0.89 -0.274
C -3.71 -4.50 -2.02 -0.138
C 4.79 -1.17 6.36 -0.246
C 6.52 0.37 5.51 -0.274
C 2.52 -5.71 -0.90 -0.139
C -3.24 6.08 -4.88 -0.248
B 1.45 0.88 -1.44 -0.720
H 0.32 -5.60 -2.45 0.136
H 4.96 0.40 3.40 0.100
H -1.38 -0.82 -3.78 0.139
H 5.54 -1.89 6.71 0.101
H -1.52 6.56 -2.72 0.105
H -5.69 -4.90 -1.26 0.135
H 6.89 0.74 4.55 0.116
H -0.76 6.18 -4.25 0.120
H -4.11 8.04 -5.09 0.073
H 2.94 2.67 -0.40 0.103
H 8.51 0.26 6.29 0.075
H -4.18 -3.76 2.69 0.081
H 2.59 -5.93 -1.97 0.085
H -3.10 5.74 -1.32 0.069
H -1.94 -2.86 -4.05 0.144
H 3.18 1.89 3.94 0.058
H 4.19 -0.99 8.42 0.074
H 1.57 3.64 0.20 0.096
H -1.66 -4.45 -3.35 0.148
H -2.54 6.36 -5.68 0.110
H -0.35 0.32 -2.98 0.125
H -6.15 -3.19 1.05 0.125
H 4.20 -1.21 1.36 0.048
H -0.93 -5.50 -1.23 0.084
H -3.49 -0.25 -3.54 0.113
H -4.72 7.18 -3.69 0.057
H 4.36 2.15 5.22 0.070
H -4.21 4.40 -1.07 0.070
H 7.93 -1.27 5.62 0.080
H -0.21 3.89 -3.42 0.075
H -4.72 5.79 -2.01 0.059
H 3.67 -0.60 4.03 0.104
H -3.10 7.90 -3.66 0.068
H -5.29 -3.18 -1.52 0.133
H -3.03 -5.10 -1.41 0.121
H 3.97 -1.79 5.99 0.113
H -5.03 -2.02 0.33 0.108
H 7.36 -0.71 7.21 0.066
H 0.95 -5.15 0.50 0.093
H -3.44 -2.26 2.12 0.063
H -2.21 1.16 -2.08 0.157
H 6.26 1.25 6.11 0.103
H 2.90 1.19 5.52 0.058
H -0.90 4.30 -1.84 0.061
H -2.78 3.56 -2.74 0.078
H -4.04 5.52 -5.37 0.111
H 3.00 -4.76 -0.67 0.072
H 1.91 0.53 -3.34 0.119
H 3.36 0.14 7.37 0.055
H 5.04 0.43 7.83 0.068
H -4.01 -5.06 -2.91 0.136
H -4.21 4.02 -3.61 0.114
H 2.13 2.25 1.14 0.091
H 3.07 -6.49 -0.37 0.065
H -5.01 -2.22 2.91 0.081
H 0.51 5.17 -2.44 0.075
```

The calculation puts the HOMO energy at -9.71 eV. Its total energy is -127987.1574 eV. The value obtained for the frontier orbital gap is 6.946 eV. As for the molar mass: 704.5 g/mol. The charge is +1.